Density functional theory data (the ωB97M-V functional and the def2-TZVPD basis) for 8 unconnected molecules or ions with the total composition C14H40BCl2F4O12 in a non-equilibrium geometry.

Each atom is followed by the atoms it is bonded to, with distances in Å.
Positions of all 73 atoms, in Å:
1 B -9.95621 -29.93267 -25.09868  F2 1.378, F3 1.365, F4 1.385, F5 1.438
2 F -10.24027 -30.78699 -26.14163  B1 1.378
3 F -9.58098 -28.67465 -25.47276  B1 1.365
4 F -11.23871 -29.76113 -24.60427  B1 1.385
5 F -9.26145 -30.59172 -24.02542  B1 1.438
6 C -12.79203 -28.86763 -27.35286  C7 1.567, O9 1.476, H10 1.090, H11 1.090
7 C -13.81606 -28.67811 -28.52311  C6 1.567, O8 1.413, H12 1.090, H13 1.090
8 O -13.38818 -27.68297 -29.42991  C7 1.413, H14 0.960
9 O -11.47853 -29.27379 -27.88918  C6 1.476, H15 0.960
10 H -13.07071 -29.39533 -26.44074  C6 1.090
11 H -12.69751 -27.82938 -27.03478  C6 1.090
12 H -14.84104 -28.50889 -28.19313  C7 1.090
13 H -13.89687 -29.60892 -29.08449  C7 1.090
14 H -12.49340 -27.86318 -29.72738  O8 0.960
15 H -11.03971 -29.76606 -27.19153  O9 0.960
16 C -15.07220 -29.12437 -23.13436  C17 1.582, O19 1.396, H20 1.090, H21 1.090
17 C -13.65884 -29.57423 -22.58336  C16 1.582, O18 1.440, H22 1.090, H23 1.090
18 O -13.12843 -30.75118 -23.22032  C17 1.440, H24 0.960
19 O -15.11956 -29.22516 -24.52618  C16 1.396, H25 0.960
20 H -15.09278 -28.08936 -22.79314  C16 1.090
21 H -15.95489 -29.65777 -22.78158  C16 1.090
22 H -13.75929 -29.79469 -21.52063  C17 1.090
23 H -12.92585 -28.79310 -22.78507  C17 1.090
24 H -12.26755 -30.41701 -23.48265  O18 0.960
25 H -14.59251 -29.99673 -24.74643  O19 0.960
26 C -12.41288 -33.31530 -27.39927  C27 1.551, O29 1.403, H30 1.090, H31 1.090
27 C -11.96647 -33.59841 -25.94101  C26 1.551, O28 1.430, H32 1.090, H33 1.090
28 O -12.07546 -32.43657 -25.11497  C27 1.430, H34 0.960
29 O -12.56185 -34.55584 -28.03750  C26 1.403, H35 0.960
30 H -11.65480 -32.76320 -27.95479  C26 1.090
31 H -13.35779 -32.77486 -27.45553  C26 1.090
32 H -10.96013 -34.00254 -25.83124  C27 1.090
33 H -12.60253 -34.31761 -25.42496  C27 1.090
34 H -11.49368 -31.75366 -25.45666  O28 0.960
35 H -13.36817 -34.99522 -27.75754  O29 0.960
36 C -8.72071 -26.46867 -23.05015  C37 1.547, O39 1.416, H40 1.090, H41 1.090
37 C -7.76973 -26.43776 -21.83011  C36 1.547, O38 1.435, H42 1.090, H43 1.090
38 O -6.42395 -26.01645 -22.09577  C37 1.435, H44 0.960
39 O -9.49348 -25.28360 -23.11061  C36 1.416, H45 0.960
40 H -9.48765 -27.23731 -22.95485  C36 1.090
41 H -8.24520 -26.61725 -24.01964  C36 1.090
42 H -7.69191 -27.49590 -21.58034  C37 1.090
43 H -8.19465 -25.88768 -20.99049  C37 1.090
44 H -6.47182 -25.07113 -22.25600  O38 0.960
45 H -10.22469 -25.39664 -23.72229  O39 0.960
46 C -7.35500 -32.95419 -22.59528  C47 1.541, O49 1.424, H50 1.090, H51 1.090
47 C -7.39935 -33.03971 -24.13338  C46 1.541, O48 1.416, H52 1.090, H53 1.090
48 O -8.66755 -33.44256 -24.61833  C47 1.416, H54 0.960
49 O -7.63926 -31.65610 -22.08230  C46 1.424, H55 0.960
50 H -6.41979 -33.33042 -22.18062  C46 1.090
51 H -8.14909 -33.56041 -22.15938  C46 1.090
52 H -6.54719 -33.59338 -24.52756  C47 1.090
53 H -7.34495 -32.03915 -24.56232  C47 1.090
54 H -9.17819 -32.63020 -24.64870  O48 0.960
55 H -8.48037 -31.36962 -22.44569  O49 0.960
56 C -10.30702 -25.72733 -26.40468  C57 1.527, O59 1.417, H60 1.090, H61 1.090
57 C -10.47631 -24.21216 -26.49208  C56 1.527, O58 1.423, H62 1.090, H63 1.090
58 O -10.04583 -23.80042 -27.78391  C57 1.423, H64 0.960
59 O -10.96570 -26.25797 -25.26780  C56 1.417, H65 0.960
60 H -9.22116 -25.81355 -26.44431  C56 1.090
61 H -10.84821 -26.13059 -27.26060  C56 1.090
62 H -9.88267 -23.72230 -25.72025  C57 1.090
63 H -11.53228 -23.96715 -26.37809  C57 1.090
64 H -10.74755 -23.68335 -28.42848  O58 0.960
65 H -10.91100 -27.21591 -25.23675  O59 0.960
66 Cl -5.09458 -30.14572 -24.77649  C67 1.689
67 C -6.00656 -28.72536 -24.72510  Cl66 1.689, C68 1.555, H70 1.090, H71 1.090
68 C -5.66393 -27.81596 -25.93929  C67 1.555, Cl69 1.767, H72 1.090, H73 1.090
69 Cl -4.04160 -27.13260 -25.78966  C68 1.767
70 H -5.89534 -28.31620 -23.72095  C67 1.090
71 H -7.04916 -29.04230 -24.75034  C67 1.090
72 H -6.41741 -27.03054 -25.88012  C68 1.090
73 H -5.81849 -28.27749 -26.91458  C68 1.090

energy relative to the best compared isomer or geometry (same formula, charge and spin): 46.5 kcal/mol
strongest force on any atom: 2.880 eV/Å
2S+1: 1
calculated total energy: -76333.26181 eV
highest occupied orbital energy: -7.233 eV
gap between HOMO and LUMO: 9.7267 eV
charge: -1